Version a
Computed, not measured: a gas-phase ion, C4H10N3O2 (charge +1), with wB97M-V/def2-TZVPD.

Summary:
* Kohn-Sham gap (spin up / spin down): 0.2714 / 0.2715 Eh
* E_LUMO (spin up / spin down): -3.30 / -3.30 eV

Structure (ORCA input):
```
! RIJCOSX wB97M-V def2-TZVPD def2/J DEFGRID3
* xyz 1 1
C 0.6701 0.4845 0.3724
C -1.3555 1.3425 -0.6080
C -0.2476 -1.3540 -0.8384
C 0.7874 -1.7831 1.2398
N -0.0971 1.4862 -0.1662
N 0.3288 -0.8047 0.2430
N 1.7697 0.8466 1.1436
O -1.9171 2.3082 -1.2733
O -0.6265 -0.4292 -1.8691
H -1.9208 0.5684 -0.1803
H -0.6271 -2.3474 -0.7768
H 1.6736 -2.4075 0.9285
H 0.1585 -2.6778 1.4711
H 1.1396 -1.3672 2.1424
H 0.2602 2.4033 -0.4897
H 2.6501 0.8632 0.6479
H 1.4732 1.4451 1.9330
H -2.8774 2.1671 -1.4442
H -1.2422 -0.7442 -2.4756
*
```

Version b
Computed, not measured: 3 unconnected molecules or ions with the total composition C4H10N3O2, with wB97M-V/def2-TZVPD.

Summary:
* Kohn-Sham gap (spin up / spin down): 0.1836 / 0.1832 Eh
* E_LUMO (spin up / spin down): -7.27 / -7.26 eV

Structure (ORCA input):
```
! RIJCOSX wB97M-V def2-TZVPD def2/J DEFGRID3
* xyz 1 1
C 3.3376 -1.8992 -0.9911
C -1.5835 -0.2076 2.2325
C 2.3389 -1.6388 0.0404
C -1.4669 -0.1996 0.7276
N -1.9104 4.1261 -2.7919
N -1.2162 4.1093 -1.8529
N -1.8710 1.4293 -0.7936
O 1.2404 -1.1655 -0.1083
O -1.2909 1.1746 0.2708
H 2.9466 -1.8185 -1.9015
H 4.0734 -1.2320 -0.7781
H 3.8164 -2.7844 -0.8052
H -1.9056 -1.3253 2.4895
H -0.7936 0.2227 2.8827
H -2.5859 0.3821 2.5075
H -2.8762 4.0319 -3.0509
H 2.5244 -1.7899 1.0981
H -2.3108 -0.8306 0.2619
H -0.4667 -0.5844 0.5623
*
```

version a is the most stable structure; the next one sits 136.8 kcal/mol above it.